Record 1
Below is C5H5BrO in the gas phase, with properties calculated with the ωB97M-V functional and the def2-TZVPD basis.

```
! wB97M-V def2-TZVPD RIJCOSX def2/J DEFGRID3
* xyz 0 1
C 1.14 -0.99 -1.28
C 0.93 -0.60 0.22
O 1.17 -1.30 1.14
C 0.38 0.83 0.17
C -0.81 0.86 0.66
C -1.92 0.95 1.37
Br -3.63 0.22 1.00
H 1.10 -2.01 -1.57
H 2.03 -0.47 -1.56
H 0.44 -0.48 -1.83
H 0.87 1.45 -0.57
H -1.69 1.54 2.26
*
```

Properties
**Energy relative to the best compared isomer or geometry (same formula, charge and spin)**: 61.1 kJ/mol
**Strongest force on any atom**: 2.91 eV/A
**SMILES**: CC(=O)C=C=CBr
**LUMO**: 0.454 eV



Record 2
Below is C5H5BrS2 in the gas phase, with properties calculated with the ωB97M-V functional and the def2-TZVPD basis.

```
! wB97M-V def2-TZVPD RIJCOSX def2/J DEFGRID3
* xyz 0 1
C 1.41 -1.42 -0.66
C 0.30 -2.29 -0.47
C 1.53 -0.21 -0.14
C -0.99 -0.31 0.58
C -1.14 2.26 0.71
S -1.16 -1.94 0.40
S -1.83 0.71 1.55
Br 2.02 1.18 -1.33
H 2.26 -2.02 -1.21
H 0.51 -3.35 -0.83
H -1.43 3.23 1.03
H -1.40 2.28 -0.33
H -0.08 1.89 0.68
*
```

Properties
**Energy relative to the best compared isomer or geometry (same formula, charge and spin)**: 528.0 kJ/mol
**Strongest force on any atom**: 6.48 eV/A
**LUMO**: -0.721 eV



Record 3
Below is C5H5Cl in the gas phase, with properties calculated with the ωB97M-V functional and the def2-TZVPD basis.

```
! wB97M-V def2-TZVPD RIJCOSX def2/J DEFGRID3
* xyz 0 1
C -2.44 -0.85 0.00
C -1.23 -0.56 -0.03
C 0.12 -0.11 0.00
C 0.48 1.34 -0.01
C 1.11 -0.98 -0.05
Cl 2.83 -0.58 0.00
H -3.53 -1.13 0.01
H 1.57 1.40 -0.26
H 0.24 1.72 0.95
H -0.21 1.91 -0.68
H 1.06 -2.15 0.07
*
```

Properties
**Energy relative to the best compared isomer or geometry (same formula, charge and spin)**: 188.3 kJ/mol
**Strongest force on any atom**: 4.77 eV/A
**SMILES**: C#C/C(C)=C/Cl
**LUMO**: 0.825 eV



Record 4
Below is 2 unconnected molecules or ions with the total composition C5H5Cl, with properties calculated with the ωB97M-V functional and the def2-TZVPD basis.

```
! wB97M-V def2-TZVPD RIJCOSX def2/J DEFGRID3
* xyz 0 1
C 0.50 -1.66 -1.41
C 0.72 -0.60 -0.75
C 1.06 0.37 0.06
Cl 2.05 -0.03 1.40
H 0.89 -2.02 -2.37
H -0.11 -2.46 -1.00
H 0.90 1.43 -0.29
C -1.59 1.76 0.80
C -1.32 0.78 1.40
H -1.82 2.72 0.49
H -1.28 -0.28 1.67
*
```

Properties
**Energy relative to the best compared isomer or geometry (same formula, charge and spin)**: 406.6 kJ/mol
**Strongest force on any atom**: 4.31 eV/A
**SMILES**: C=C=CCl.C#C
**LUMO**: 0.841 eV



Record 5
Below is C5H5Cl2F in the gas phase, with properties calculated with the ωB97M-V functional and the def2-TZVPD basis.

```
! wB97M-V def2-TZVPD RIJCOSX def2/J DEFGRID3
* xyz 0 1
C 1.02 1.74 0.29
C 0.25 0.91 -0.42
C 0.04 -0.44 -0.24
C 0.88 -1.43 -0.22
Cl 2.57 -1.11 -0.66
C -1.51 -0.70 0.16
F -1.73 -2.02 0.44
Cl -2.93 -0.21 -0.83
H 1.95 1.51 0.91
H 0.99 2.84 0.26
H -0.60 1.50 -0.93
H 0.61 -2.49 0.04
H -1.53 -0.11 1.20
*
```

Properties
**Energy relative to the best compared isomer or geometry (same formula, charge and spin)**: 200.8 kJ/mol
**Strongest force on any atom**: 5.39 eV/A
**SMILES**: C=C/C(=C\Cl)[C@H](F)Cl
**LUMO**: 0.346 eV



Record 6
Below is C5H5Cl2N in the gas phase, with properties calculated with the ωB97M-V functional and the def2-TZVPD basis.

```
! wB97M-V def2-TZVPD RIJCOSX def2/J DEFGRID3
* xyz 0 1
N -1.02 2.64 -0.46
C -0.74 1.52 -0.31
C -0.19 0.22 -0.16
C -0.90 -0.90 -0.82
Cl -2.40 -1.35 -0.06
C 0.40 -0.04 1.13
C 1.36 0.26 0.08
Cl 2.62 -0.87 -0.40
H -0.14 -1.69 -0.75
H -1.15 -0.50 -1.78
H 0.17 0.62 1.95
H 0.26 -1.15 1.39
H 1.74 1.24 0.19
*
```

Properties
**Energy relative to the best compared isomer or geometry (same formula, charge and spin)**: 167.0 kJ/mol
**Strongest force on any atom**: 4.16 eV/A
**SMILES**: N#C[C@]1(CCl)C[C@H]1Cl
**LUMO**: 0.605 eV



Record 7
Below is 2 unconnected molecules or ions with the total composition C5H5Cl3N2OS, with properties calculated with the ωB97M-V functional and the def2-TZVPD basis.

```
! wB97M-V def2-TZVPD RIJCOSX def2/J DEFGRID3
* xyz 0 1
H -4.16 -1.95 -2.27
N -3.40 -1.27 -2.17
C -3.37 -0.64 -1.10
C -4.33 -0.73 0.07
Cl -3.39 -1.08 1.55
Cl -5.55 -1.99 -0.17
Cl -5.14 0.85 0.24
H -2.58 0.09 -0.95
C 2.18 0.49 1.24
C 0.94 -0.17 0.71
O 0.10 -0.73 1.36
N 0.85 -0.04 -0.66
C 0.19 -0.38 -1.61
S -0.50 -0.67 -2.97
H 1.97 1.55 1.38
H 3.00 0.39 0.54
H 2.44 0.06 2.21
*
```

Properties
**Energy relative to the best compared isomer or geometry (same formula, charge and spin)**: 37.6 kJ/mol
**Strongest force on any atom**: 0.98 eV/A
**SMILES**: [H]/N=C\C(Cl)(Cl)Cl.CC(=O)N=C=S
**LUMO**: 0.162 eV



Record 8
Below is C5H5ClN2 in the gas phase, with properties calculated with the ωB97M-V functional and the def2-TZVPD basis.

```
! wB97M-V def2-TZVPD RIJCOSX def2/J DEFGRID3
* xyz 0 1
N 1.99 2.29 0.16
C 1.16 1.49 0.06
C 0.20 0.44 -0.09
C 0.67 -0.84 -0.12
N 1.95 -1.21 0.10
C -1.23 0.78 -0.23
C -2.20 0.03 0.29
Cl -3.87 0.38 0.03
H -0.02 -1.64 -0.34
H 2.63 -0.49 0.19
H 2.25 -2.10 -0.20
H -1.49 1.70 -0.79
H -2.03 -0.84 0.94
*
```

Properties
**Energy relative to the best compared isomer or geometry (same formula, charge and spin)**: 40.1 kJ/mol
**Strongest force on any atom**: 0.93 eV/A
**SMILES**: N#CC(=C\N)/C=C/Cl
**LUMO**: 0.603 eV



Record 9
Below is 2 unconnected molecules or ions with the total composition C5H5ClN2O2, with properties calculated with the ωB97M-V functional and the def2-TZVPD basis.

```
! wB97M-V def2-TZVPD RIJCOSX def2/J DEFGRID3
* xyz 0 3
C 0.43 1.44 0.13
C 1.19 0.83 1.07
C 0.72 -0.69 -0.57
C -0.96 -2.38 1.24
C -0.79 0.72 -1.93
N 0.13 0.49 -0.79
N 1.36 -0.47 0.63
O -0.63 -2.78 2.27
O -1.31 -2.01 0.23
Cl 1.70 1.30 2.65
H -0.22 2.27 0.16
H -0.54 -0.08 -2.66
H -1.91 0.83 -1.50
H -0.67 1.80 -2.24
H 1.49 -1.27 1.31
*
```

Properties
**Energy relative to the best compared isomer or geometry (same formula, charge and spin)**: 123.1 kJ/mol
**Strongest force on any atom**: 8.29 eV/A
**LUMO (alpha / beta)**: 0.586 / -2.047 eV



Record 10
Below is C5H5ClN2S2 in the gas phase, with properties calculated with the ωB97M-V functional and the def2-TZVPD basis.

```
! wB97M-V def2-TZVPD RIJCOSX def2/J DEFGRID3
* xyz 0 3
C -0.71 -1.99 0.23
C 0.62 -1.64 -1.90
C -0.43 -0.69 0.02
C 0.34 -0.46 -1.21
C -0.22 1.60 1.08
N -0.94 0.36 0.77
N 1.22 1.42 0.82
S -0.06 -3.01 -1.13
S 0.65 1.11 -1.83
Cl 1.93 3.01 0.82
H -1.19 -2.59 0.95
H 1.02 -1.68 -2.83
H -0.48 2.52 0.59
H -0.20 1.94 2.16
H -1.56 0.10 1.46
*
```

Properties
**Strongest force on any atom**: 4.09 eV/A
**LUMO (alpha / beta)**: 0.667 / -2.052 eV



Record 11
Below is C5H5ClN3P in the gas phase, with properties calculated with the ωB97M-V functional and the def2-TZVPD basis.

```
! wB97M-V def2-TZVPD RIJCOSX def2/J DEFGRID3
* xyz 0 1
Cl -2.06 -0.63 2.27
N -0.90 0.17 1.26
C -0.50 1.46 1.53
N 0.33 2.13 0.86
C 0.98 1.58 -0.30
C 0.58 0.18 -0.64
P 1.10 -0.82 -1.91
C -0.04 -2.16 -1.26
N -0.72 -1.71 -0.11
C -0.39 -0.51 0.19
H -0.97 1.91 2.40
H 2.06 1.65 -0.12
H 0.76 2.26 -1.13
H 0.54 -3.06 -1.02
H -0.76 -2.45 -2.03
*
```

Properties
**Energy relative to the best compared isomer or geometry (same formula, charge and spin)**: 0.0 kJ/mol
**Strongest force on any atom**: 1.40 eV/A
**SMILES**: ClN1C=NCC2=PCN=C21
**LUMO**: -0.360 eV



Record 12
Below is 2 unconnected molecules or ions with the total composition C5H5ClNO5, with properties calculated with the ωB97M-V functional and the def2-TZVPD basis.

```
! wB97M-V def2-TZVPD RIJCOSX def2/J DEFGRID3
* xyz 1 1
C 0.93 -0.70 0.61
C -0.52 -0.29 -1.23
C -1.53 0.41 1.38
C 1.65 0.25 -0.30
C 0.70 0.47 -1.41
N -0.42 -0.87 0.14
O 1.21 -1.26 1.64
O -1.34 -0.69 -1.97
O -2.00 -0.18 2.20
O -1.04 -1.99 0.54
O -1.21 1.34 0.65
Cl -1.67 3.16 0.92
H 1.76 1.18 0.27
H 2.78 -0.13 -0.50
H 0.93 0.32 -2.58
H 0.31 1.53 -1.59
H -0.51 -2.56 1.22
*
```

Properties
**Energy relative to the best compared isomer or geometry (same formula, charge and spin)**: 99.7 kJ/mol
**Strongest force on any atom**: 5.98 eV/A
**LUMO (alpha / beta)**: -8.306 / -8.314 eV



Among the records above, which one has the lowest strongest force on any atom?
C5H5ClN2



Which value of strongest force on any atom does entry 5 give?
5.39 eV/A



Among the records above, which one has the lowest strongest force on any atom?
C5H5ClN2